Below is a 9-piece molecular cluster, C46H114N4O19 overall in a non-equilibrium geometry, with properties calculated with wB97M-V/def2-TZVPD.

As for the charge: 0. Its energy above the lowest of the compared OMol25 structures with the same formula, charge and spin is 0.0000 eV. Its SMILES is COC[C@H](C)N.COC[C@H](C)N.COC[C@H](C)N.COC[C@H](C)N.COCCOCCOC.COCCOCCOC.COCCOCCOC.COCCOCCOC.COCCOCCOC.

Geometry as XYZ:
```
183
Properties=species:S:1:pos:R:3:forces:R:3
C -15.957 -10.093 23.657 -0.2 -0.3 -0.2
O -14.946 -10.531 22.772 0.1 0.3 -0.1
C -15.450 -11.399 21.773 -0.2 -0.5 0.6
C -14.388 -12.371 21.354 0.7 -0.1 -0.9
O -14.154 -13.411 22.285 0.0 0.0 0.2
C -15.125 -14.433 22.302 0.2 -0.2 -0.5
C -15.742 -14.671 23.666 -0.2 -0.4 -0.7
O -16.248 -13.481 24.180 -0.4 0.2 0.3
C -16.784 -13.630 25.489 0.4 0.4 -0.6
H -15.635 -9.178 24.150 0.1 0.0 0.1
H -16.156 -10.887 24.382 -0.1 0.1 0.1
H -16.887 -9.888 23.113 0.0 0.1 0.0
H -15.848 -10.821 20.934 0.0 -0.1 -0.1
H -16.248 -12.029 22.191 -0.2 0.3 0.0
H -13.432 -11.878 21.175 0.0 0.1 0.3
H -14.629 -12.786 20.362 -0.2 -0.1 0.2
H -14.643 -15.367 21.977 0.0 0.0 0.2
H -15.908 -14.257 21.553 -0.1 0.3 0.2
H -15.038 -15.168 24.345 0.1 0.2 0.1
H -16.576 -15.366 23.464 0.1 -0.2 0.3
H -17.427 -14.509 25.569 0.0 -0.1 0.0
H -17.378 -12.737 25.668 0.0 0.0 0.2
H -15.946 -13.669 26.189 -0.2 -0.2 0.3
C -8.096 -5.660 9.913 -0.1 0.1 0.7
O -8.358 -6.938 10.451 0.0 -0.1 -0.4
C -8.699 -6.879 11.814 0.3 -0.4 0.4
C -8.934 -8.306 12.279 -0.2 -0.1 -0.9
O -9.057 -8.394 13.676 0.3 0.3 0.1
C -9.212 -9.724 14.083 -0.3 -0.4 0.2
C -9.042 -9.873 15.572 0.4 0.4 -0.2
O -7.701 -9.595 15.915 0.2 -0.3 -0.5
C -7.375 -10.053 17.190 -0.1 0.2 1.3
H -8.844 -4.939 10.273 -0.1 0.0 -0.3
H -8.117 -5.736 8.832 0.1 0.0 -0.1
H -7.131 -5.283 10.276 0.1 -0.1 -0.2
H -9.586 -6.249 11.914 0.1 0.1 0.3
H -7.847 -6.516 12.407 -0.2 0.4 0.0
H -8.074 -8.875 11.898 0.0 -0.1 0.3
H -9.814 -8.735 11.788 0.0 0.0 0.0
H -8.486 -10.387 13.595 0.1 0.2 -0.1
H -10.213 -10.113 13.831 0.0 0.1 -0.1
H -9.287 -10.922 15.787 -0.1 0.1 0.3
H -9.681 -9.173 16.128 -0.3 -0.3 0.0
H -7.696 -11.087 17.380 0.1 0.0 -0.2
H -7.844 -9.450 17.987 -0.1 -0.1 -0.3
H -6.304 -9.978 17.374 0.1 0.0 -0.4
C -23.387 -5.583 18.577 0.6 -0.6 -0.3
O -23.419 -6.578 19.580 -0.2 0.1 0.1
C -23.026 -6.071 20.832 0.2 0.9 -0.4
C -22.894 -7.188 21.824 -0.1 -0.3 0.0
O -21.902 -8.136 21.502 0.2 0.0 0.1
C -20.572 -7.654 21.612 -0.4 0.2 -0.1
C -19.650 -8.818 21.273 -0.1 0.1 0.1
O -18.406 -8.422 20.737 0.0 0.1 0.4
C -18.452 -7.789 19.468 -0.3 -0.6 0.2
H -23.885 -6.002 17.704 -0.3 0.2 0.1
H -22.348 -5.412 18.255 -0.1 0.2 0.2
H -23.830 -4.643 18.911 -0.2 0.0 -0.1
H -23.753 -5.325 21.196 -0.1 -0.3 0.1
H -22.102 -5.480 20.713 0.1 -0.3 0.1
H -23.833 -7.742 21.823 0.0 0.0 0.1
H -22.721 -6.767 22.823 0.0 0.0 0.0
H -20.395 -7.259 22.622 0.1 -0.1 0.0
H -20.427 -6.818 20.921 0.2 -0.1 -0.1
H -20.187 -9.490 20.593 0.0 0.1 -0.1
H -19.442 -9.382 22.183 0.2 0.0 -0.1
H -17.461 -7.968 19.059 0.0 0.3 -0.3
H -18.693 -6.725 19.531 0.2 0.1 0.0
H -19.216 -8.264 18.841 0.1 0.0 -0.1
C -9.402 -11.668 20.413 -0.2 0.0 -0.5
O -9.031 -10.342 20.096 0.1 0.2 0.3
C -10.111 -9.441 20.058 -0.1 0.1 -0.4
C -10.584 -9.033 21.444 0.2 0.6 0.0
O -11.704 -8.176 21.280 0.1 -0.7 0.2
C -12.065 -7.480 22.465 1.1 0.7 -0.1
C -13.548 -7.332 22.497 -0.3 -1.0 0.0
O -13.984 -6.514 21.445 0.1 0.3 0.0
C -15.382 -6.512 21.351 -0.7 0.5 0.0
H -10.082 -12.062 19.644 0.1 0.0 0.0
H -9.911 -11.758 21.376 0.2 0.0 0.1
H -8.480 -12.242 20.397 -0.1 -0.1 0.2
H -10.907 -9.847 19.417 -0.2 -0.1 0.3
H -9.778 -8.529 19.554 0.2 -0.1 0.0
H -9.782 -8.443 21.909 0.1 -0.3 0.1
H -10.798 -9.889 22.094 -0.2 0.0 -0.1
H -11.511 -6.527 22.448 -0.5 0.2 -0.1
H -11.682 -7.952 23.377 -0.3 -0.5 -0.1
H -13.917 -7.040 23.490 0.1 0.4 -0.1
H -13.946 -8.344 22.321 0.0 0.0 0.2
H -15.832 -7.513 21.348 0.2 -0.1 0.1
H -15.690 -6.007 20.434 0.3 -0.1 -0.1
H -15.834 -5.931 22.168 0.0 -0.2 0.1
C -15.582 -13.051 16.085 0.8 -0.4 -0.1
O -16.735 -13.010 16.866 -0.1 -0.3 0.1
C -16.633 -12.144 17.981 0.2 -0.1 -0.2
C -17.593 -12.589 19.053 -0.1 0.7 -0.2
O -18.882 -12.192 18.639 -0.3 -0.2 0.0
C -19.921 -12.357 19.591 0.6 -0.3 -0.3
C -20.170 -13.790 20.009 -0.6 -0.2 -0.7
O -19.191 -14.206 20.927 0.0 0.2 0.0
C -19.246 -15.574 21.213 -0.1 -0.3 0.7
H -14.694 -13.316 16.688 -0.1 0.2 0.1
H -15.358 -12.119 15.552 -0.2 0.1 0.1
H -15.672 -13.864 15.363 -0.3 0.1 -0.1
H -16.871 -11.131 17.638 0.1 0.1 0.3
H -15.612 -12.156 18.392 0.0 0.0 -0.1
H -17.343 -12.051 19.977 0.0 -0.2 0.1
H -17.535 -13.667 19.205 0.1 0.0 0.1
H -20.788 -11.985 19.047 -0.2 0.2 0.4
H -19.678 -11.784 20.495 -0.3 0.2 0.0
H -20.196 -14.436 19.115 0.4 0.1 0.0
H -21.201 -13.881 20.392 0.2 0.1 0.5
H -18.439 -15.805 21.911 0.1 0.1 -0.2
H -19.145 -16.198 20.319 0.0 0.0 0.0
H -20.165 -15.845 21.752 -0.1 0.1 -0.3
C -13.433 -7.592 18.319 -0.2 0.2 -0.4
C -13.966 -9.026 18.332 -0.3 0.5 1.0
C -13.398 -9.882 17.233 0.2 -0.2 -0.2
O -13.952 -9.450 16.006 -0.1 0.2 0.0
C -13.284 -9.956 14.880 0.1 -0.1 0.3
N -13.752 -9.685 19.635 0.4 0.1 0.1
H -14.205 -6.918 18.694 0.1 0.0 0.2
H -13.210 -7.258 17.305 0.0 -0.1 0.0
H -12.539 -7.449 18.927 0.0 -0.2 0.0
H -15.051 -8.944 18.212 0.0 -0.3 -0.4
H -13.619 -10.942 17.421 -0.1 0.1 0.0
H -12.298 -9.784 17.204 -0.1 0.0 0.0
H -13.443 -11.040 14.796 0.1 0.0 -0.1
H -12.207 -9.752 14.959 0.0 -0.1 -0.1
H -13.667 -9.449 13.997 -0.1 0.0 0.0
H -14.437 -9.371 20.316 -0.2 0.0 -0.2
H -12.895 -9.307 20.042 -0.1 -0.2 -0.1
C -12.029 -6.707 13.463 0.3 -0.9 0.8
C -12.167 -5.927 14.757 -1.1 0.2 -0.2
C -10.869 -5.850 15.513 0.3 0.3 0.0
O -11.150 -5.420 16.834 -0.1 0.3 0.1
C -9.983 -5.224 17.585 0.3 0.0 0.5
N -12.705 -4.573 14.561 0.6 0.2 0.0
H -12.999 -7.015 13.075 0.0 0.3 -0.3
H -11.531 -7.632 13.781 0.0 -0.1 -0.4
H -11.383 -6.262 12.714 -0.3 0.3 -0.1
H -12.877 -6.482 15.388 0.3 -0.3 0.0
H -10.198 -5.108 15.051 0.0 -0.1 -0.2
H -10.353 -6.817 15.510 -0.1 0.0 0.1
H -9.224 -4.636 17.053 0.0 -0.2 -0.2
H -9.554 -6.185 17.898 0.1 0.1 -0.2
H -10.204 -4.660 18.495 -0.3 -0.1 -0.1
H -13.685 -4.573 14.309 0.0 -0.2 -0.1
H -12.640 -4.108 15.459 -0.1 0.1 -0.2
C -11.890 -0.359 18.356 0.0 0.0 0.2
C -11.708 -1.803 17.932 1.0 -0.2 -0.5
C -13.009 -2.486 17.566 -0.2 0.2 -0.1
O -13.865 -2.658 18.679 0.2 0.2 -0.3
C -13.494 -3.752 19.472 -0.3 -0.8 0.4
N -10.842 -1.827 16.739 -0.1 0.4 -0.2
H -12.308 0.213 17.527 -0.1 0.0 0.1
H -10.926 0.086 18.615 0.0 0.0 0.0
H -12.529 -0.294 19.237 -0.1 0.0 -0.1
H -11.189 -2.345 18.734 -0.4 -0.1 0.2
H -12.816 -3.441 17.071 0.1 -0.2 0.4
H -13.523 -1.880 16.813 -0.1 0.1 0.2
H -12.443 -3.782 19.777 0.0 0.3 -0.1
H -13.691 -4.712 18.975 0.0 0.1 -0.2
H -14.107 -3.740 20.374 0.0 0.1 0.0
H -9.884 -1.610 16.978 0.0 0.0 0.0
H -10.842 -2.691 16.211 -0.2 -0.2 0.2
C -12.626 -9.587 11.173 -1.2 -0.2 0.5
C -12.014 -9.431 9.818 0.6 -0.3 -0.9
C -11.743 -7.984 9.437 0.5 -0.6 0.4
O -11.469 -7.942 8.052 -0.2 -0.2 -0.1
C -11.444 -6.632 7.557 -0.2 0.4 0.2
N -10.745 -10.203 9.802 -0.2 0.3 -0.2
H -13.524 -8.982 11.348 0.2 0.3 -0.3
H -11.917 -9.356 11.965 0.1 -0.1 0.0
H -13.035 -10.595 11.287 0.5 -0.2 0.2
H -12.654 -9.824 9.015 -0.4 0.1 0.3
H -10.846 -7.652 9.980 -0.2 0.3 0.1
H -12.621 -7.389 9.718 0.1 0.2 -0.2
H -12.396 -6.128 7.779 0.1 0.0 -0.1
H -11.311 -6.657 6.479 0.1 -0.1 0.0
H -10.644 -6.037 8.016 0.1 -0.1 0.0
H -10.293 -10.044 8.906 0.1 0.0 0.1
H -10.967 -11.193 9.822 0.0 0.0 0.1
```
Forces are in eV/Å.

=====

Below is a 9-piece molecular cluster, C46H115N9O9 overall in a non-equilibrium geometry, with properties calculated with wB97M-V/def2-TZVPD.

As for the charge: 0. Its energy above the lowest of the compared OMol25 structures with the same formula, charge and spin is 8.6592 eV. Its SMILES is CC1(C)CCCC(C)(C)N1O.CC1(C)CCCC(C)(C)N1O.COC[C@H](C)N.COC[C@H](C)N.COC[C@H](C)N.COC[C@H](C)N.COC[C@H](C)N.COC[C@H](C)N.COC[C@H](C)N.

Geometry as XYZ:
```
179
Properties=species:S:1:pos:R:3:forces:R:3
C -0.077 5.532 -5.614 0.7 0.9 -0.9
C -0.364 5.322 -7.149 1.7 1.2 0.9
C 0.880 5.603 -8.149 0.9 0.4 2.9
O 1.619 6.825 -7.763 -1.4 -1.2 -1.0
C 1.092 7.960 -8.457 1.2 -0.2 0.9
N -0.769 3.947 -7.235 -0.2 -0.3 -1.4
H -1.016 5.737 -5.101 0.0 -0.3 0.0
H 0.589 6.365 -5.390 -0.1 0.3 -0.4
H 0.450 4.689 -5.166 -0.3 -0.3 -0.2
H -1.173 6.011 -7.396 -0.2 -0.2 -0.2
H 0.749 5.453 -9.220 -0.9 0.8 -0.2
H 1.607 4.810 -7.975 0.1 -0.2 0.6
H 1.322 7.783 -9.507 -0.8 0.5 -0.3
H 1.668 8.818 -8.108 0.2 0.0 -0.1
H 0.073 8.188 -8.145 -0.3 -0.3 -0.6
H 0.049 3.403 -6.996 0.2 -0.3 0.7
H -0.751 3.805 -8.235 -0.8 -0.7 -0.6
C 0.248 -11.906 -1.569 0.2 0.3 1.2
C -0.116 -13.361 -1.940 2.1 0.1 1.3
C -0.571 -14.262 -0.752 -0.1 0.0 0.5
O -1.059 -15.483 -1.259 1.0 0.8 -2.1
C -1.563 -16.560 -0.540 -0.2 0.7 0.3
N -0.994 -13.305 -3.045 -1.3 -0.5 -0.8
H 1.009 -11.720 -0.810 0.3 -1.0 0.4
H -0.583 -11.376 -1.104 -0.5 0.1 -0.6
H 0.699 -11.328 -2.375 -0.7 -0.3 -0.5
H 0.836 -13.796 -2.243 0.0 -0.2 -0.4
H -1.301 -13.730 -0.141 -0.6 0.1 0.0
H 0.244 -14.472 -0.059 0.5 0.1 0.0
H -1.507 -17.427 -1.197 -0.2 0.1 0.0
H -2.592 -16.263 -0.335 -0.3 -0.8 0.6
H -0.985 -16.803 0.351 -0.1 0.2 0.3
H -1.125 -14.227 -3.437 0.4 -0.3 -0.2
H -1.919 -13.151 -2.669 -0.4 0.6 0.0
C 12.354 2.493 0.649 1.7 -0.7 0.8
C 10.903 2.324 1.113 1.3 -0.8 -2.7
C 10.669 2.028 2.550 -0.4 0.1 0.9
O 9.349 1.526 2.689 -0.3 -0.4 -0.2
C 8.951 1.005 3.934 -0.6 0.2 0.6
N 10.131 3.416 0.489 -0.1 -0.6 1.2
H 12.589 2.363 -0.408 -1.1 0.5 -0.4
H 13.016 1.694 0.984 -0.1 -0.4 0.8
H 12.894 3.385 0.966 -0.5 0.4 0.1
H 10.627 1.371 0.660 -0.3 -0.1 -0.3
H 10.762 2.937 3.145 0.3 0.1 0.4
H 11.350 1.240 2.873 0.4 0.2 0.2
H 7.963 0.562 3.815 0.0 0.2 -0.3
H 8.854 1.761 4.713 0.0 0.5 -0.1
H 9.534 0.221 4.420 0.8 -0.2 -0.6
H 9.433 2.964 -0.085 -0.4 0.3 0.0
H 9.661 3.795 1.298 -0.7 0.7 -0.3
C -2.528 -4.558 -7.005 -0.4 0.0 1.8
C -3.461 -4.615 -8.188 1.2 -2.0 0.1
C -4.821 -4.039 -8.065 -0.3 0.3 1.8
O -5.632 -5.012 -7.431 -0.7 1.0 -0.7
C -6.987 -4.767 -7.716 -0.9 -1.4 -0.9
N -2.774 -4.080 -9.296 0.4 1.7 -1.7
H -2.264 -3.564 -6.644 -0.2 0.4 -0.3
H -1.572 -5.077 -7.074 -0.2 -0.2 -0.7
H -3.043 -5.031 -6.169 0.0 0.0 0.2
H -3.574 -5.684 -8.366 -0.3 -0.2 -0.1
H -5.225 -3.663 -9.005 -0.1 -0.6 -0.4
H -4.783 -3.152 -7.433 0.0 0.4 0.3
H -7.478 -5.724 -7.541 -0.5 0.4 1.0
H -7.236 -4.691 -8.774 0.8 0.2 -0.7
H -7.477 -3.871 -7.335 0.3 -0.1 1.0
H -2.795 -3.092 -9.087 1.0 0.8 0.1
H -3.437 -4.015 -10.055 0.0 -0.7 -0.8
C -8.514 2.491 -4.460 -0.2 -0.9 -0.3
C -8.546 3.907 -4.968 1.7 0.8 -0.1
C -9.910 4.430 -5.280 -1.4 0.1 2.9
O -10.506 3.826 -6.377 0.6 -1.0 -0.6
C -11.276 4.754 -7.070 0.1 0.4 -0.4
N -7.729 4.773 -4.011 -1.0 -0.4 -1.3
H -8.864 2.485 -3.427 -0.8 -0.1 -0.1
H -7.560 1.979 -4.341 0.6 0.6 -0.5
H -9.072 1.831 -5.123 -0.5 -0.1 0.3
H -8.199 4.064 -5.989 1.4 -0.6 0.0
H -9.922 5.520 -5.310 0.4 0.1 -0.4
H -10.536 4.177 -4.424 -0.5 0.2 0.5
H -10.582 5.514 -7.429 -0.3 0.5 -0.2
H -12.006 5.195 -6.392 -0.3 0.2 -0.2
H -11.756 4.290 -7.931 0.0 -0.1 0.2
H -7.730 4.305 -3.116 -0.2 0.0 0.3
H -6.776 4.662 -4.329 0.2 0.2 0.0
C 4.402 -1.480 -5.884 -0.9 1.6 1.8
C 4.967 -2.448 -6.805 -0.1 -0.1 -0.1
C 5.259 -3.785 -6.074 2.0 -0.5 -2.2
O 6.358 -3.628 -5.218 1.5 -0.1 1.7
C 6.759 -4.845 -4.505 -1.5 0.7 -0.8
N 4.011 -2.593 -7.913 0.5 -1.0 -0.5
H 4.220 -0.505 -6.337 -0.4 -0.1 -0.4
H 5.026 -1.192 -5.038 0.0 -0.7 0.4
H 3.464 -1.962 -5.610 -0.3 0.7 0.8
H 5.888 -1.978 -7.150 0.3 -0.9 -0.5
H 5.725 -4.370 -6.867 -0.8 -0.8 -0.5
H 4.472 -4.376 -5.604 -0.6 0.5 0.0
H 5.851 -5.102 -3.960 0.3 -0.3 0.7
H 7.648 -4.727 -3.885 -0.4 0.7 0.0
H 6.974 -5.715 -5.126 0.0 0.2 -0.7
H 3.089 -2.824 -7.570 -0.1 -0.2 0.3
H 3.868 -1.724 -8.409 0.4 0.2 0.0
C -3.335 -4.751 11.439 -0.7 0.0 -3.5
C -3.831 -4.316 12.732 -1.3 -1.7 1.2
C -5.309 -3.763 12.770 0.4 1.0 1.0
O -5.542 -3.343 14.136 1.0 -0.5 -0.5
C -6.725 -2.651 14.436 0.7 0.2 0.1
N -3.719 -5.534 13.547 0.2 1.1 1.5
H -3.939 -4.235 10.692 0.5 0.5 -0.6
H -3.590 -5.775 11.165 0.2 -0.3 0.5
H -2.275 -4.607 11.234 -0.1 0.1 0.2
H -3.104 -3.586 13.089 -0.6 0.3 0.6
H -6.184 -4.378 12.565 0.6 -1.1 -0.6
H -5.401 -2.943 12.058 0.1 0.6 0.1
H -6.674 -1.681 13.942 -0.5 0.2 0.0
H -6.672 -2.514 15.516 -0.2 0.2 0.0
H -7.648 -3.182 14.202 0.0 -0.2 -0.3
H -4.156 -5.246 14.411 0.0 -0.6 0.7
H -4.252 -6.308 13.178 -0.2 0.1 -0.3
C -0.528 -2.857 0.458 0.9 -0.1 1.3
C -0.343 -2.004 1.805 1.5 1.4 -1.2
C -0.151 -0.482 1.365 -1.6 -1.3 0.2
C -1.531 0.086 0.995 0.8 0.5 1.2
C -2.507 0.029 2.163 0.4 -1.9 0.0
C -2.699 -1.448 2.678 -0.4 -0.3 -0.5
N -1.339 -2.111 2.878 0.0 5.7 -2.5
O -1.314 -3.323 3.383 -1.0 -3.4 1.7
C -3.356 -1.256 4.083 0.5 -0.6 0.5
C -3.590 -2.244 1.632 0.0 0.1 0.3
C 1.069 -2.296 2.429 -0.3 -0.6 -0.1
H -1.276 -2.561 -0.277 0.0 0.4 0.3
H -0.681 -3.922 0.635 -0.1 0.0 0.3
H 0.467 -2.791 0.017 -0.1 0.0 -0.4
H 0.383 -0.009 2.189 -0.4 0.5 0.0
H 0.456 -0.415 0.462 0.3 -0.3 0.1
H -1.876 -0.549 0.179 -0.3 0.5 -0.2
H -1.419 1.140 0.742 -0.1 -0.1 -0.7
H -3.487 0.373 1.830 0.0 0.1 0.3
H -2.170 0.568 3.048 0.1 0.5 -0.3
H -3.644 -2.171 4.600 -0.2 -0.3 -0.4
H -2.647 -0.821 4.787 0.6 0.1 -0.3
H -4.189 -0.559 4.184 -0.3 -0.1 -0.8
H -4.224 -1.605 1.017 -0.1 0.5 0.3
H -3.033 -2.783 0.865 0.4 0.0 0.4
H -4.267 -2.977 2.073 0.2 0.0 0.3
H 1.160 -3.357 2.660 0.2 0.1 0.3
H 1.288 -1.663 3.289 -0.8 -0.3 0.5
H 1.937 -2.003 1.839 -0.4 -0.2 -1.0
H -1.262 -3.128 4.322 0.2 -0.7 0.4
C 2.748 7.876 3.487 0.7 -1.3 -0.3
C 3.052 9.282 4.028 -0.8 -2.0 1.3
C 1.681 9.846 4.666 2.4 1.2 -0.9
C 1.441 9.513 6.120 0.0 -0.1 -1.0
C 2.658 9.972 6.914 -0.2 -1.2 -1.0
C 4.051 9.299 6.475 -1.5 1.4 -0.8
N 4.223 9.279 4.981 -3.0 1.6 1.1
O 5.415 8.759 4.466 -0.4 0.0 0.2
C 5.027 10.298 7.058 1.8 -0.6 -0.1
C 4.109 7.919 7.078 0.0 -0.6 0.0
C 3.401 10.110 2.861 0.1 2.1 -2.1
H 3.608 7.404 3.012 0.4 0.6 -0.5
H 1.951 7.857 2.743 -0.1 0.2 0.1
H 2.578 7.047 4.175 -0.7 0.5 0.8
H 1.852 10.920 4.585 0.0 0.5 0.5
H 0.867 9.759 3.947 -0.1 -0.9 0.1
H 1.212 8.449 6.188 0.0 -0.1 0.4
H 0.572 10.097 6.422 -0.2 -0.2 0.3
H 2.463 9.714 7.955 0.4 0.2 0.2
H 2.665 11.056 6.807 0.4 0.0 0.1
H 4.845 11.334 6.773 -0.5 -0.1 0.2
H 5.139 10.157 8.133 -0.3 0.3 0.1
H 6.024 10.103 6.663 0.2 -0.2 0.0
H 3.707 7.935 8.091 0.6 -0.1 0.3
H 3.471 7.207 6.554 -0.1 0.2 -0.3
H 5.114 7.503 6.997 0.1 0.0 0.4
H 4.278 9.860 2.263 0.2 -0.6 0.4
H 3.509 11.178 3.049 0.3 0.1 0.8
H 2.633 10.183 2.091 -0.5 -0.7 0.1
H 5.717 9.553 4.021 0.8 -0.2 -0.2
```
Forces are in eV/Å.